Entry 1:
Entry from OMol25: the molecule C3H10N2S (ωB97M-V with the def2-TZVPD basis set).

```
! RIJCOSX wB97M-V def2-TZVPD def2/J DEFGRID3
* xyz 0 1
N 2.1820 -0.7037 -0.8744
C 1.2652 -1.7979 -1.0228
N -0.1519 -1.6404 -0.6210
C -0.8733 -0.5109 0.0042
C -0.0653 0.7334 0.3411
S -1.1759 2.0023 1.0530
H 2.4451 -0.4328 0.0596
H 1.8719 0.1166 -1.3902
H 1.2767 -2.0812 -2.0917
H 1.6786 -2.6871 -0.5255
H -0.7299 -2.0880 -1.3099
H -1.6775 -0.2073 -0.6689
H -1.3120 -0.8886 0.9394
H 0.7788 0.5944 1.0004
H 0.3211 1.1954 -0.5651
H -0.9253 1.7777 2.3471
*
```

Properties
- HOMO level (eV) = -8.308
- relative energy (zero: lowest compared OMol25 entry of this formula, charge and spin) (kJ/mol) = 96.11
- SMILES = NCNCCS
- Kohn-Sham gap (eV) = 9.1


Entry 2:
Entry from OMol25: a structure of composition C19H28EuIO2 (ωB97M-V with the def2-TZVPD basis set).

```
! RIJCOSX wB97M-V def2-TZVPD def2/J DEFGRID3
* xyz 0 7
O -0.1148 1.1880 -0.2261
C 0.5630 1.4217 -1.4507
C -0.3420 2.5416 -1.9230
H 0.3991 0.4503 -1.8758
H 1.6333 1.4138 -1.3110
C -1.2239 1.9604 -0.6850
H -0.7503 2.6266 -2.9401
H -0.0309 3.5640 -1.5826
C -2.3750 1.2135 -1.3198
H -2.0160 0.5675 -2.1437
H -3.0137 1.9814 -1.7955
H -3.0204 0.6155 -0.6678
C -1.5320 2.9861 0.3386
H -0.6126 3.5102 0.5887
H -1.9951 2.6639 1.2671
H -2.2034 3.7420 -0.0602
Eu 1.0745 -2.6511 0.5416
C 1.4431 0.8473 3.9483
C 2.4749 -0.1195 3.7232
C 2.9780 0.0670 2.4066
H 2.8265 -0.8294 4.4712
C 2.2788 1.1637 1.8207
C 1.3420 1.6611 2.7745
H 0.7010 2.5369 2.6695
H 0.8485 0.9822 4.8608
H 3.8457 -0.4407 1.9815
H 2.4484 1.6141 0.8446
C -1.3520 -0.7975 3.8393
C -2.0988 0.2786 3.2881
C -2.6379 -0.1529 2.0365
H -2.2235 1.2764 3.7306
C -2.1906 -1.4936 1.8127
C -1.3573 -1.8699 2.9059
H -0.8841 -2.8392 3.0698
H -0.8774 -0.8108 4.8232
H -3.2922 0.4561 1.4064
H -2.4574 -2.1359 0.9782
O 0.0447 -1.7950 -2.1016
C -0.0508 -0.9378 -3.3259
C 0.6511 -1.6125 -4.4983
H 0.6153 -0.0863 -3.1781
H -1.0410 -0.5474 -3.5530
C 1.5464 -2.6540 -3.8072
H 1.3364 -0.9748 -5.1004
H -0.1430 -2.0618 -5.1126
C 1.2492 -2.5380 -2.3110
H 2.5968 -2.3582 -3.9089
H 1.2731 -3.6157 -4.2385
H 2.0727 -1.9693 -1.8588
H 1.2351 -3.4975 -1.7628
I 2.3585 -4.5411 2.6107
*
```

Properties
- HOMO level (alpha / beta) (eV) = -6.098 / -5.922
- Kohn-Sham gap (alpha / beta) (eV) = 5.1 / 4.3


Entry 3:
Entry from OMol25: a structure of composition C20H28NO3Ti (ωB97M-V with the def2-TZVPD basis set).

```
! RIJCOSX wB97M-V def2-TZVPD def2/J DEFGRID3
* xyz -1 3
O -0.0243 1.8224 -0.5004
C 1.0090 1.4096 -1.4352
C 0.4215 2.2846 -2.5275
H 0.9854 0.3634 -1.6938
H 1.9796 1.6759 -1.0138
C -0.6914 2.6339 -1.4644
H 0.0673 1.6507 -3.3585
H 1.0929 3.0822 -2.8501
C -2.0333 1.9298 -1.8658
H -2.0740 0.8914 -1.4618
H -2.1074 1.8031 -2.9884
H -2.9234 2.4760 -1.4835
C -0.8880 4.0006 -0.7656
H -0.1589 4.6982 -1.1679
H -0.8012 3.9583 0.3593
H -1.8977 4.3757 -0.9966
Ti 0.3479 -0.5804 1.4243
C 1.0375 0.2403 3.3321
C 2.1756 -0.5297 2.8503
C 2.9414 0.3189 1.9827
H 2.4292 -1.5097 3.2389
C 2.1061 1.4189 1.6767
C 0.9779 1.4430 2.5507
H 0.3364 2.2967 2.7453
H 0.4533 0.0687 4.2264
H 3.9624 0.2139 1.5868
H 2.3088 2.1430 0.9040
C -1.3013 -1.8214 2.6292
C -1.5718 -0.3568 2.7663
C -1.8684 0.2424 1.5414
H -1.7814 0.0794 3.7214
C -1.6817 -0.7619 0.5300
C -1.2184 -1.9581 1.1378
H -0.9311 -2.8617 0.6265
H -2.1384 -2.4377 3.0023
H -2.1092 1.2864 1.3300
H -1.7271 -0.5713 -0.5350
O -0.0198 -1.3411 -1.1929
C -0.7284 -1.3584 -2.5305
C 0.2334 -1.9780 -3.5480
H -1.0057 -0.3368 -2.8763
H -1.6125 -2.0076 -2.4058
C 1.1886 -2.8047 -2.6680
H 0.7357 -1.0929 -4.0031
H -0.2552 -2.6745 -4.2568
C 0.9274 -2.4297 -1.1868
H 2.2371 -2.6049 -2.8941
H 0.9602 -3.8777 -2.8110
H 1.8269 -2.0531 -0.6546
H 0.4765 -3.3241 -0.6860
O 0.1137 -2.7184 5.7323
C 0.1563 -2.5080 4.5687
N 0.0619 -2.3086 3.3590
*
```

Properties
- HOMO level (alpha / beta) (eV) = -1.020 / -1.444
- relative energy (zero: lowest compared OMol25 entry of this formula, charge and spin) (kJ/mol) = 222.29
- Kohn-Sham gap (alpha / beta) (eV) = 3.7 / 4.1


In the order shown, the computed energy values come out to -17087.608 -51672.543 -51935.198 eV.